# 1
A structure of composition C33H41BCrN13OSTe, computed with the ωB97M-V functional and the def2-TZVPD basis.

Geometry as XYZ:
```
92
Properties=species:S:1:pos:R:3:forces:R:3:lowdin_spin:R:1
Cr 0.072 0.413 -0.358 0.64 -0.53 0.51 1.01
C 3.249 1.834 2.075 -0.02 -0.04 -0.02 0.00
C 2.619 0.807 1.379 0.07 0.09 0.10 0.01
N 1.524 1.275 0.772 -0.17 -0.03 -0.06 -0.01
N 1.442 2.588 1.052 0.19 0.27 0.11 0.00
C 2.461 2.951 1.839 0.05 -0.12 0.01 0.01
B 0.291 3.427 0.460 0.02 -0.31 -0.07 0.00
N 0.298 3.218 -1.068 0.11 0.34 -0.16 0.00
C 0.436 4.094 -2.068 -0.01 -0.14 0.02 0.00
C 0.309 3.414 -3.272 0.01 -0.07 -0.04 0.00
C 0.085 2.095 -2.910 -0.07 0.26 -0.10 0.00
N 0.077 1.987 -1.574 -0.01 -0.24 -0.02 -0.01
N -1.021 2.794 0.961 -0.07 0.25 0.24 0.00
C -2.038 3.356 1.618 0.01 -0.11 -0.02 0.00
C -3.018 2.397 1.818 -0.02 -0.09 -0.01 0.00
C -2.507 1.250 1.231 -0.05 0.13 0.27 0.00
N -1.290 1.490 0.720 0.02 -0.21 -0.16 -0.01
H 4.152 1.775 2.656 0.00 0.02 -0.01 0.00
H 2.919 -0.224 1.273 -0.04 0.01 -0.06 0.00
H 2.566 3.966 2.184 -0.02 0.02 -0.05 0.00
H 0.394 4.572 0.752 -0.05 0.10 0.04 0.00
H 0.614 5.138 -1.873 -0.02 0.00 0.05 0.00
H 0.375 3.828 -4.263 -0.03 -0.01 0.00 0.00
H -0.068 1.230 -3.534 0.04 -0.03 0.03 0.00
H -2.012 4.395 1.905 0.05 0.01 -0.05 0.00
H -3.968 2.520 2.308 0.01 -0.01 0.00 0.00
H -2.958 0.274 1.183 0.03 -0.04 -0.03 0.00
C 0.890 -2.449 -2.748 0.05 -0.02 0.04 0.00
C 1.775 -1.275 -2.551 -0.02 -0.14 -0.09 0.00
N 1.641 -0.289 -1.667 -0.48 0.18 0.20 0.00
C 2.717 0.562 -1.866 0.25 0.01 -0.12 0.00
C 3.493 0.079 -2.861 -0.02 0.13 0.10 0.00
N 2.888 -1.080 -3.291 -0.14 0.08 0.15 0.00
C 3.406 -1.973 -4.324 -0.04 -0.23 -0.17 0.00
N 3.626 -3.287 -3.813 0.32 0.11 0.21 0.00
N 2.915 -4.349 -4.282 -0.08 0.14 -0.11 0.00
N 3.235 -5.387 -3.631 -0.08 -0.37 -0.02 0.00
C 4.177 -5.059 -2.678 0.12 0.67 0.02 0.00
C 4.818 -5.826 -1.703 -0.04 -0.04 -0.06 0.00
C 5.676 -5.166 -0.852 0.01 -0.20 0.07 0.00
C 5.915 -3.785 -0.956 -0.06 0.09 -0.06 0.00
C 5.309 -3.015 -1.927 0.06 0.13 0.02 0.00
C 4.436 -3.683 -2.784 -0.21 -0.44 -0.02 0.00
H -0.078 -2.267 -2.298 0.10 0.05 -0.04 0.00
H 1.319 -3.343 -2.290 0.02 0.01 0.00 0.00
H 0.763 -2.663 -3.809 -0.02 -0.05 0.01 0.00
H 2.877 1.455 -1.289 -0.10 0.01 -0.01 0.00
H 4.399 0.461 -3.298 0.01 -0.06 -0.01 0.00
H 4.331 -1.536 -4.699 -0.01 0.05 0.04 0.00
H 2.700 -2.066 -5.148 0.01 0.00 0.01 0.00
H 4.644 -6.891 -1.636 0.00 0.00 0.04 0.00
H 6.188 -5.725 -0.080 0.00 0.01 -0.01 0.00
H 6.592 -3.319 -0.253 0.03 0.00 -0.03 0.00
H 5.508 -1.955 -2.019 0.02 -0.01 0.05 0.00
C -1.715 -1.095 5.650 0.07 0.14 0.01 0.00
C -1.020 0.179 5.176 -0.01 -0.24 -0.05 0.00
C -0.517 0.096 3.741 -0.24 0.41 0.10 0.00
N 0.629 -0.788 3.635 0.28 -0.34 -0.23 0.00
C 0.944 -1.551 2.614 0.22 0.39 0.41 0.00
S 0.107 -1.592 1.101 -0.49 0.10 -0.69 -0.01
N 1.997 -2.402 2.687 -0.02 -0.17 -0.08 0.00
C 3.140 -2.462 3.562 0.04 0.01 -0.04 0.00
O 4.182 -2.752 3.042 -0.01 0.06 0.00 0.00
C 2.971 -2.211 5.006 -0.02 -0.07 0.28 0.00
C 1.885 -2.731 5.717 0.03 0.00 -0.17 0.00
C 1.820 -2.567 7.090 -0.05 -0.03 0.04 0.00
C 2.833 -1.894 7.760 0.00 0.00 -0.04 0.00
C 3.925 -1.396 7.059 0.03 -0.01 0.02 0.00
C 4.002 -1.564 5.688 -0.02 0.05 -0.13 0.00
H -1.971 -1.004 6.705 -0.03 -0.08 0.00 0.00
H -1.078 -1.974 5.533 -0.01 -0.01 0.01 0.00
H -2.638 -1.262 5.094 0.02 -0.05 -0.01 0.00
H -0.186 0.424 5.840 -0.02 0.09 0.00 0.00
H -1.724 1.011 5.219 0.07 0.06 0.06 0.00
H -0.234 1.095 3.396 0.00 -0.04 -0.15 0.00
H -1.295 -0.298 3.097 -0.08 0.04 -0.16 0.00
H 1.224 -0.850 4.454 -0.01 -0.06 0.08 0.00
H 2.187 -2.888 1.820 0.04 0.07 -0.06 0.00
H 1.126 -3.306 5.200 -0.04 0.06 0.00 0.00
H 0.989 -2.987 7.642 0.01 0.00 0.00 0.00
H 2.782 -1.775 8.834 0.00 0.01 0.00 0.00
H 4.729 -0.901 7.586 -0.02 0.03 0.00 0.00
H 4.856 -1.205 5.129 0.02 -0.01 0.03 0.00
C -2.137 -2.940 -1.151 -0.02 0.15 0.13 0.00
Te -2.230 -0.803 -1.421 -0.38 -0.47 -0.32 -0.01
C -2.508 -0.861 -3.549 0.18 0.17 0.10 0.00
H -2.358 -3.420 -2.101 0.04 0.09 -0.06 0.00
H -2.896 -3.217 -0.425 -0.02 0.08 0.00 0.00
H -1.160 -3.238 -0.783 -0.02 -0.02 -0.03 0.00
H -3.194 -1.675 -3.767 0.00 -0.02 0.13 0.00
H -1.578 -1.004 -4.092 0.04 -0.01 0.07 0.00
H -2.976 0.078 -3.833 0.05 0.02 0.00 0.00
```
Positions in Å, forces in eV/Å.

As for the LUMO energy (spin up / spin down): -7.1 / -6.6 eV. The calculation puts the HOMO energy (spin up / spin down) at -13.12 / -13.12 eV. As for the net charge: +2. As for the expectation value of S²: 0.758. For the HOMO-LUMO gap (spin up / spin down), the calculation gives 6.02 / 6.57 eV. As for the multiplicity: 2.

---

# 2
The molecule C9H13N2OP in a non-equilibrium geometry, computed with the ωB97M-V functional and the def2-TZVPD basis.

Geometry as XYZ:
```
26
Properties=species:S:1:pos:R:3:forces:R:3:nbo_charge:R:1
C 0.542 -1.198 -0.053 -1.84 -0.67 1.13 0.22
C -0.935 1.279 1.182 1.24 -1.77 -2.15 0.08
C -0.077 -2.655 1.953 1.27 -2.98 -3.41 0.43
C -2.206 -1.200 0.745 -1.72 -2.24 -1.43 -0.78
C 0.276 -1.325 1.456 0.19 2.29 -0.39 -0.68
C 0.168 1.300 0.011 1.17 1.07 2.70 -0.33
C 0.127 0.025 -0.680 1.10 0.16 -0.98 0.08
C 1.586 1.654 0.781 -2.74 1.94 -0.25 -0.60
C -0.126 0.175 -2.121 -0.92 1.29 -1.49 -0.68
N 0.769 -2.323 -0.603 0.59 -0.35 -1.39 -0.61
N -1.624 2.270 1.312 -1.01 3.37 -0.54 -0.63
O -0.150 -3.053 3.064 -0.29 0.12 1.66 -0.51
P -1.237 -0.390 1.893 -0.07 0.49 1.81 0.84
H -0.120 -3.364 1.024 -0.45 0.51 1.52 0.14
H -3.272 -1.032 0.490 0.90 0.45 0.32 0.22
H -1.982 -2.316 0.594 -0.15 1.83 0.10 0.22
H 1.112 -0.926 1.968 0.85 0.36 1.02 0.27
H 0.050 2.173 -0.621 -0.84 -0.28 -0.12 0.24
H 1.881 2.775 0.596 -0.65 -2.23 0.32 0.23
H 2.344 1.000 0.419 0.71 -0.53 0.40 0.22
H 1.159 1.561 1.802 1.86 -0.06 -0.08 0.22
H -1.009 -0.370 -2.474 -0.31 0.20 0.33 0.24
H 0.582 -0.153 -2.865 1.06 -0.35 0.16 0.23
H -0.247 1.290 -2.338 -0.17 -1.67 0.08 0.23
H 0.752 -2.227 -1.620 0.24 -0.08 -0.05 0.33
H -2.425 2.457 1.888 -0.04 -0.86 0.72 0.38
```
Positions in Å, forces in eV/Å.

As for the LUMO energy (spin up / spin down): -0.9 / -0.7 eV. The calculation puts the HOMO energy (spin up / spin down) at -7.79 / -8.14 eV. As for the net charge: 0. For the HOMO-LUMO gap (spin up / spin down), the calculation gives 6.87 / 7.48 eV. As for the multiplicity: 1.

---

Going through the records in order, we get E values of -103521.343 -23854.315 eV.
Going through the records in order, we get energy relative to the best compared isomer or geometry (same formula, charge and spin) values of 0.0 480.6 kJ/mol.